Entry 1:
This record from OMol25 describes C21H16ClN5O8Pd as an isolated structure. The level of theory is the ωB97M-V functional and the def2-TZVPD basis.

The calculation puts the frontier orbital gap at 5.4 eV. Its HOMO energy is -0.5531 Eh.

ORCA input file:
```
! RIJCOSX wB97M-V def2-TZVPD def2/J DEFGRID3
* xyz 2 1
Pd -0.809 0.270 -0.225
O 2.678 4.517 1.469
C 3.379 3.573 0.855
O 4.568 3.609 0.755
C 2.617 2.411 0.275
C 3.205 1.372 -0.447
Cl 4.795 1.149 -0.935
N 2.245 0.486 -0.801
N 1.058 0.913 -0.345
C 1.266 2.067 0.298
C 0.042 2.706 0.855
O 0.032 3.771 1.432
O -1.052 2.008 0.636
C 2.393 -0.657 -1.663
C 3.097 -1.757 -1.203
C 3.295 -2.824 -2.068
C 2.787 -2.777 -3.360
C 2.076 -1.666 -3.798
C 1.881 -0.589 -2.948
H 1.717 4.347 1.484
H 3.504 -1.767 -0.200
H 3.868 -3.681 -1.737
H 2.971 -3.600 -4.039
H 1.704 -1.622 -4.813
H 1.365 0.302 -3.284
O -4.843 1.126 0.820
C -3.659 0.757 0.543
O -2.991 0.171 -0.248
C -3.773 1.674 1.764
C -3.434 3.067 1.550
C -2.898 3.790 2.583
C -2.763 3.182 3.827
C -3.156 1.842 4.047
C -3.712 1.085 3.081
N -2.998 1.263 5.412
O -2.451 1.969 6.220
O -3.312 0.105 5.530
H -3.612 3.508 0.578
H -2.597 4.816 2.439
H -2.370 3.733 4.675
H -4.054 0.075 3.276
C 0.569 -4.758 -1.167
N -0.228 -3.780 -1.919
C -0.814 -4.191 -3.202
C -0.418 -2.590 -1.457
N -0.605 -1.530 -1.036
H -0.060 -5.600 -0.883
H 0.977 -4.290 -0.275
H 1.388 -5.105 -1.796
H -1.532 -4.993 -3.035
H -0.019 -4.543 -3.858
H -1.314 -3.345 -3.665
*
```


Entry 2:
This record from OMol25 describes C21H16IrN8S4 as an isolated structure. The level of theory is the ωB97M-V functional and the def2-TZVPD basis.

The calculation puts the frontier orbital gap at 6.1 eV. Its HOMO energy is -0.3601 Eh. The value obtained for the energy above the lowest of the compared OMol25 structures with the same formula, charge and spin is 2.909 eV.

ORCA input file:
```
! RIJCOSX wB97M-V def2-TZVPD def2/J DEFGRID3
* xyz 1 1
Ir 0.039 -0.223 -0.148
C 5.253 1.466 0.546
C 3.971 2.037 1.015
N 3.812 3.102 1.719
N 2.464 3.217 1.897
C 1.766 2.239 1.316
S 0.116 1.985 1.279
N 2.732 1.470 0.743
N 2.434 0.326 0.024
H 6.066 2.097 0.893
H 5.282 1.419 -0.543
H 5.396 0.458 0.939
H 2.089 3.987 2.425
H 2.850 -0.499 0.449
H 2.742 0.404 -0.943
S -7.472 0.830 1.112
N -6.382 0.014 1.967
C -5.232 0.118 1.331
C -3.974 -0.451 1.750
C -3.802 -1.151 2.947
C -2.554 -1.647 3.253
C -1.511 -1.447 2.354
N -1.666 -0.774 1.224
C -2.866 -0.262 0.917
C -2.960 0.526 -0.299
N -1.838 0.679 -1.017
C -1.853 1.442 -2.099
C -2.999 2.104 -2.530
C -4.168 1.943 -1.822
C -4.162 1.129 -0.686
C -5.323 0.894 0.136
N -6.541 1.349 -0.091
H -4.651 -1.284 3.604
H -2.374 -2.185 4.172
H -0.526 -1.852 2.545
H -0.925 1.519 -2.650
H -2.956 2.732 -3.408
H -5.091 2.426 -2.115
S 0.767 -2.537 0.224
C 1.275 -3.160 -1.319
C 1.779 -4.463 -1.381
C 2.199 -4.997 -2.581
C 2.109 -4.239 -3.747
C 1.601 -2.959 -3.699
C 1.185 -2.404 -2.483
S 0.559 -0.781 -2.481
H 1.831 -5.045 -0.469
H 2.595 -6.002 -2.617
H 2.435 -4.656 -4.691
H 1.512 -2.364 -4.600
*
```


Entry 3:
This record from OMol25 describes C21H16N2O5 as an isolated structure. The level of theory is the ωB97M-V functional and the def2-TZVPD basis.

The calculation puts the frontier orbital gap at 6.9 eV. Its HOMO energy is -0.2856 Eh. The value obtained for the energy above the lowest of the compared OMol25 structures with the same formula, charge and spin is 14.821 eV.

ORCA input file:
```
! RIJCOSX wB97M-V def2-TZVPD def2/J DEFGRID3
* xyz 0 1
O 0.244 2.625 0.703
C 0.357 1.591 -0.038
N 1.480 1.019 -0.450
C 2.706 1.119 -0.082
C 3.621 0.047 -0.636
C 4.879 0.303 -0.099
C 5.244 1.359 0.780
C 4.368 2.423 0.914
C 3.000 2.270 0.614
H 2.358 2.913 1.033
H 4.632 3.451 1.648
H 6.273 1.692 0.756
C 5.983 -0.760 -0.704
O 7.158 -0.405 -0.306
O 5.451 -1.613 -1.441
H 6.111 -2.224 -1.446
H 3.330 -0.791 -1.020
H 1.137 0.048 -0.904
C -0.965 1.129 -0.644
C -1.361 -0.241 -0.670
C -0.664 -1.440 -0.396
C 0.177 -1.550 0.863
C 0.532 -2.919 0.801
C -0.300 -3.528 -0.062
O -0.942 -2.458 -1.109
H -0.285 -4.566 -0.577
H 1.207 -3.738 1.408
H 0.753 -0.745 1.326
H -2.318 -0.582 -1.206
N -1.948 1.975 -0.830
C -3.347 2.093 -0.975
O -4.006 2.881 -1.534
C -3.994 0.851 -0.270
C -3.706 0.291 0.979
C -4.391 -0.693 1.607
C -5.330 -1.083 0.962
C -5.700 -0.876 -0.524
C -5.065 0.191 -0.689
H -5.356 0.548 -1.929
H -6.641 -1.257 -0.781
H -5.811 -2.184 1.556
H -4.234 -0.856 2.845
H -2.999 0.897 1.564
H -1.640 2.795 -1.034
*
```


Entry 4:
This record from OMol25 describes C21H16N4O3Sc as an isolated structure. The level of theory is the ωB97M-V functional and the def2-TZVPD basis.

The calculation puts the frontier orbital gap at 7.0 eV. Its HOMO energy is -0.4180 Eh. The value obtained for the energy above the lowest of the compared OMol25 structures with the same formula, charge and spin is 0.232 eV.

ORCA input file:
```
! RIJCOSX wB97M-V def2-TZVPD def2/J DEFGRID3
* xyz 1 1
Sc 0.085 0.262 0.103
C -2.415 3.839 -0.016
O -3.607 3.056 -0.097
C -3.620 1.951 -0.874
C -4.817 1.658 -1.516
C -4.959 0.536 -2.320
C -3.878 -0.303 -2.501
C -2.677 -0.040 -1.841
C -1.563 -0.939 -2.122
N -0.443 -0.903 -1.502
N 0.612 -1.737 -1.948
C 1.704 -1.457 -1.319
O 1.784 -0.482 -0.382
C 2.930 -2.217 -1.631
C 2.884 -3.350 -2.443
C 4.050 -4.039 -2.728
C 5.265 -3.602 -2.208
C 5.312 -2.475 -1.401
C 4.143 -1.784 -1.110
C -2.556 1.082 -1.001
O -1.398 1.283 -0.316
H -2.729 4.818 0.326
H -1.706 3.419 0.689
H -1.947 3.933 -0.997
H -5.639 2.352 -1.374
H -5.900 0.336 -2.814
H -3.947 -1.169 -3.152
H -1.668 -1.655 -2.933
H 1.934 -3.681 -2.842
H 4.015 -4.921 -3.355
H 6.176 -4.144 -2.436
H 6.258 -2.133 -0.999
H 4.171 -0.901 -0.485
N 0.071 -0.230 7.638
C 0.070 -0.115 6.494
C 0.066 0.026 5.052
C -1.135 0.152 4.367
C -1.097 0.273 2.998
N 0.055 0.272 2.307
C 1.213 0.169 2.981
C 1.262 0.039 4.349
H -2.080 0.154 4.892
H -2.006 0.385 2.426
H 2.119 0.172 2.396
H 2.211 -0.050 4.859
*
```


Entry 5:
This record from OMol25 describes C21H16N4S5Zr as an isolated structure. The level of theory is the ωB97M-V functional and the def2-TZVPD basis.

The calculation puts the frontier orbital gap at 6.1 eV. Its HOMO energy is -0.4971 Eh. The value obtained for the energy above the lowest of the compared OMol25 structures with the same formula, charge and spin is 1.324 eV.

ORCA input file:
```
! RIJCOSX wB97M-V def2-TZVPD def2/J DEFGRID3
* xyz 2 1
Zr 0.386 1.175 0.730
S 1.053 2.665 2.719
C -0.527 3.161 2.248
N -1.106 2.484 1.230
C -2.341 3.003 0.896
C -3.159 2.536 -0.132
C -4.357 3.189 -0.352
C -4.729 4.280 0.435
C -3.929 4.742 1.466
C -2.724 4.096 1.692
S -1.480 4.450 2.881
H -2.836 1.675 -0.720
H -5.018 2.851 -1.136
H -5.665 4.774 0.230
H -4.227 5.578 2.078
C 3.719 3.227 -4.172
C 2.967 2.942 -2.937
C 3.583 2.425 -1.789
C 2.829 2.128 -0.674
N 1.495 2.337 -0.629
C 0.889 2.860 -1.718
C 1.585 3.175 -2.864
H 4.765 2.953 -4.086
H 3.642 4.288 -4.411
H 3.282 2.695 -5.018
H 4.647 2.246 -1.783
H 3.289 1.719 0.240
H -0.192 3.032 -1.638
H 1.066 3.589 -3.715
S -0.121 -3.403 4.160
C 0.103 -3.099 2.637
S 0.166 -1.003 2.045
C 0.400 -1.722 0.417
N 0.440 -2.987 0.339
N 0.277 -3.690 1.470
C 0.221 -5.119 1.290
C 0.449 -5.598 0.002
C 0.336 -6.950 -0.260
C 0.006 -7.833 0.753
C -0.172 -7.362 2.042
C -0.067 -6.008 2.317
S 0.549 -0.660 -0.948
H 0.714 -4.921 -0.793
H 0.505 -7.311 -1.263
H -0.107 -8.883 0.541
H -0.399 -8.044 2.845
H -0.210 -5.682 3.334
*
```


Entry 6:
This record from OMol25 describes one molecule with the formula C21H17BrN2O4. The level of theory is the ωB97M-V functional and the def2-TZVPD basis.

The calculation puts the frontier orbital gap at 8.0 eV. Its HOMO energy is -0.2945 Eh. The value obtained for the energy above the lowest of the compared OMol25 structures with the same formula, charge and spin is 0.000 eV. The SMILES is O=C(NCc1ccco1)/C(=C/C=C\c1ccccc1)NC(=O)c1ccc(Br)o1.

ORCA input file:
```
! RIJCOSX wB97M-V def2-TZVPD def2/J DEFGRID3
* xyz 0 1
O 1.672 1.267 0.968
C 1.084 0.342 1.510
N 1.336 -0.030 2.783
C 2.249 0.715 3.626
C 1.540 1.352 4.775
C 0.458 2.181 4.824
C 0.220 2.441 6.196
C 1.173 1.750 6.876
O 1.973 1.083 6.026
C 0.069 -0.441 0.740
C -0.368 -1.673 1.082
C -1.227 -2.575 0.361
C -1.362 -2.782 -0.961
C -0.576 -2.237 -2.056
C -1.194 -2.027 -3.291
C -0.490 -1.495 -4.355
C 0.853 -1.184 -4.215
C 1.487 -1.416 -3.005
C 0.782 -1.937 -1.936
N -0.254 0.240 -0.426
C -1.450 0.257 -1.076
O -2.459 -0.299 -0.690
C -1.405 1.010 -2.340
C -2.412 1.298 -3.226
C -1.811 1.953 -4.322
C -0.483 2.009 -4.014
Br 0.962 2.685 -4.971
O -0.219 1.455 -2.826
H 0.743 -0.707 3.235
H 2.709 1.470 2.980
H 3.027 0.050 4.015
H -0.094 2.560 3.988
H -0.551 3.056 6.610
H 1.384 1.656 7.923
H -0.084 -2.044 2.060
H -1.848 -3.181 1.011
H -2.147 -3.460 -1.274
H -2.243 -2.260 -3.400
H -0.990 -1.323 -5.298
H 1.404 -0.768 -5.046
H 2.536 -1.187 -2.894
H 1.290 -2.136 -1.005
H 0.445 0.943 -0.660
H -3.447 1.060 -3.097
H -2.281 2.327 -5.207
*
```


Entry 7:
This record from OMol25 describes a 16-piece molecular cluster, C21H17Cl60P overall. The level of theory is the ωB97M-V functional and the def2-TZVPD basis.

The calculation puts the frontier orbital gap at 8.1 eV. Its HOMO energy is -0.2980 Eh.

ORCA input file:
```
! RIJCOSX wB97M-V def2-TZVPD def2/J DEFGRID3
* xyz 0 1
C 3.715 -1.364 1.166
C 2.580 -2.400 1.276
C 2.073 -2.923 -0.089
C 2.781 -4.244 -0.488
C 4.150 -3.925 -1.071
C 4.852 -5.078 -1.801
P 6.231 -5.933 -0.762
H 3.285 -0.364 1.197
H 4.378 -1.454 2.025
H 4.284 -1.434 0.243
H 1.737 -1.900 1.750
H 2.874 -3.263 1.866
H 2.257 -2.175 -0.861
H 0.991 -3.049 -0.024
H 2.132 -4.727 -1.213
H 2.840 -4.830 0.431
H 4.817 -3.505 -0.315
H 3.998 -3.128 -1.804
H 4.174 -5.812 -2.231
H 5.378 -4.635 -2.652
H 5.654 -7.227 -0.981
H 5.922 -5.128 0.381
H 7.207 -5.533 -1.719
H 7.293 -6.585 -0.008
C 0.669 1.129 -1.194
Cl 2.000 1.022 -2.352
Cl -0.491 2.375 -1.711
Cl -0.154 -0.429 -1.105
Cl 1.304 1.553 0.399
C -4.584 -1.080 -1.885
Cl -5.280 -1.605 -0.350
Cl -3.248 0.032 -1.570
Cl -3.984 -2.484 -2.775
Cl -5.823 -0.259 -2.845
C 10.708 -7.391 -1.669
Cl 10.005 -7.883 -0.128
Cl 12.081 -6.317 -1.373
Cl 11.258 -8.823 -2.547
Cl 9.498 -6.537 -2.641
C -7.107 1.106 1.995
Cl -5.396 1.238 1.576
Cl -7.527 2.375 3.158
Cl -8.089 1.290 0.541
Cl -7.413 -0.478 2.720
C -9.815 2.339 -2.994
Cl -9.952 3.456 -4.353
Cl -9.965 3.240 -1.481
Cl -11.105 1.134 -3.086
Cl -8.246 1.526 -3.033
C 1.677 -3.394 5.110
Cl 1.160 -4.012 6.682
Cl 2.978 -2.218 5.333
Cl 2.258 -4.723 4.100
Cl 0.322 -2.616 4.286
C 3.160 5.226 -2.019
Cl 3.497 5.466 -3.737
Cl 4.465 4.281 -1.289
Cl 3.042 6.794 -1.211
Cl 1.638 4.343 -1.836
C 5.552 -7.417 3.629
Cl 3.966 -7.257 2.865
Cl 5.554 -8.827 4.692
Cl 6.783 -7.614 2.376
Cl 5.897 -5.963 4.572
C -12.475 6.963 -4.454
Cl -11.762 8.515 -4.005
Cl -11.879 6.479 -6.048
Cl -12.020 5.738 -3.267
Cl -14.235 7.115 -4.505
C -12.405 2.415 1.802
Cl -10.772 2.829 2.339
Cl -13.581 2.996 2.986
Cl -12.719 3.170 0.235
Cl -12.540 0.661 1.644
C 1.489 -6.131 -4.399
Cl 2.261 -4.612 -3.935
Cl 2.141 -6.676 -5.949
Cl 1.806 -7.356 -3.164
Cl -0.255 -5.885 -4.547
C 5.160 0.110 -5.113
Cl 6.881 0.196 -5.495
Cl 4.743 1.378 -3.954
Cl 4.214 0.326 -6.589
Cl 4.783 -1.462 -4.400
C 1.006 4.665 3.331
Cl 1.316 4.885 1.608
Cl 2.327 3.737 4.053
Cl 0.894 6.243 4.117
Cl -0.511 3.775 3.539
C -2.669 7.922 5.497
Cl -4.321 7.773 6.109
Cl -1.615 8.495 6.800
Cl -2.088 6.356 4.931
Cl -2.635 9.067 4.152
C 0.515 11.666 3.505
Cl -0.920 11.914 2.498
Cl 0.209 10.352 4.642
Cl 1.890 11.251 2.474
Cl 0.871 13.150 4.395
*
```


Entry 8:
This record from OMol25 describes C21H17N3O4RuS3 as an isolated structure. The level of theory is the ωB97M-V functional and the def2-TZVPD basis.

The calculation puts the frontier orbital gap (alpha / beta) at 7.4 / 7.3 eV. Its HOMO energy (alpha / beta) is -0.2003 / -0.1932 Eh. The value obtained for the energy above the lowest of the compared OMol25 structures with the same formula, charge and spin is 0.000 eV. The expectation value of S² is 0.76.

ORCA input file:
```
! RIJCOSX wB97M-V def2-TZVPD def2/J DEFGRID3
* xyz -1 2
Ru -0.339 1.378 -1.935
O -3.898 3.120 -2.891
C -2.746 2.789 -2.692
O -2.331 1.619 -2.315
C -1.624 3.799 -2.906
C -1.720 5.149 -3.188
C -0.536 5.869 -3.320
C 0.707 5.253 -3.199
C 0.730 3.899 -2.920
N -0.422 3.252 -2.782
C 1.937 2.987 -2.718
O 3.055 3.418 -2.924
O 1.626 1.783 -2.350
H -2.694 5.606 -3.289
H -0.582 6.932 -3.522
H 1.638 5.791 -3.306
C 1.064 -3.648 -0.330
C -0.244 -3.153 -0.959
C -1.427 -3.645 -0.113
C -0.362 -3.719 -2.380
C -0.261 -1.682 -1.024
C -0.291 -0.475 -1.182
H 1.071 -4.741 -0.288
H 1.165 -3.265 0.682
H 1.922 -3.313 -0.914
H -1.421 -4.737 -0.053
H -2.372 -3.324 -0.553
H -1.369 -3.240 0.897
H -0.354 -4.813 -2.353
H 0.470 -3.378 -2.997
H -1.290 -3.388 -2.847
S -2.537 -0.089 4.471
C -1.569 0.512 3.259
S -2.155 1.701 2.135
C -0.634 1.670 1.289
N 0.219 0.859 1.795
N -0.296 0.201 2.885
C 0.597 -0.743 3.474
C 1.590 -1.283 2.658
C 2.492 -2.188 3.188
C 2.421 -2.561 4.523
C 1.439 -2.008 5.328
C 0.523 -1.099 4.816
S -0.357 2.721 -0.071
H 1.645 -0.984 1.621
H 3.255 -2.607 2.544
H 3.127 -3.272 4.932
H 1.375 -2.278 6.375
H -0.236 -0.674 5.450
*
```


Let's list total energy in order: -61847.8144; -80132.8048; -35239.7319; -54835.9828; -83439.8322; -103264.3639; -782679.0553; -69802.9799 eV.